(1)
Computed, not measured: a structure of composition C21H37N3O6Se2V, with the ωB97M-V functional and the def2-TZVPD basis.

Geometry as XYZ:
```
70
Properties=species:S:1:pos:R:3
V 0.37 0.08 -0.86
C 2.49 0.11 3.99
N 3.00 0.57 2.71
C 4.23 -0.08 2.27
C 2.36 1.36 1.83
O 2.85 1.67 0.74
C 1.02 1.98 2.20
O 0.05 1.70 1.19
C -1.23 1.52 1.75
C -2.11 0.72 0.82
O -1.66 0.20 -0.20
N -3.39 0.55 1.17
C -4.29 -0.22 0.32
C -3.99 1.20 2.33
H 1.98 -0.85 3.86
H 1.81 0.82 4.44
H 3.33 -0.01 4.67
H 4.25 -1.09 2.70
H 5.11 0.47 2.61
H 4.25 -0.17 1.19
H 1.17 3.06 2.26
H 0.65 1.63 3.16
H -1.69 2.49 1.97
H -1.16 0.95 2.68
H -3.71 -0.70 -0.46
H -5.04 0.43 -0.13
H -4.79 -0.98 0.91
H -3.27 1.34 3.13
H -4.78 0.56 2.72
H -4.43 2.17 2.07
O 2.47 0.30 -1.49
C 2.79 0.97 -2.71
C 2.87 2.48 -2.54
C 1.68 3.12 -1.81
C 0.36 2.89 -2.48
C -0.23 3.87 -3.28
C -1.44 3.62 -3.89
C -2.04 2.38 -3.71
C -1.39 1.45 -2.93
N -0.23 1.69 -2.30
H 2.98 0.66 -0.75
H 2.02 0.68 -3.42
H 3.74 0.60 -3.09
H 2.99 2.93 -3.53
H 3.77 2.73 -1.98
H 1.86 4.20 -1.74
H 1.64 2.74 -0.79
H 0.28 4.81 -3.41
H -1.92 4.38 -4.50
H -2.98 2.13 -4.17
H -1.78 0.45 -2.78
O 1.43 -4.72 0.72
C 0.80 -4.25 -0.47
C -0.60 -3.69 -0.21
C -1.49 -4.87 0.19
O -2.81 -4.50 0.60
C -0.60 -2.72 0.99
Se 0.90 -1.46 1.18
C -1.18 -3.07 -1.49
Se -0.13 -1.77 -2.52
H 1.75 -3.93 1.18
H 0.73 -5.11 -1.15
H 1.40 -3.49 -0.95
H -1.00 -5.44 0.98
H -1.63 -5.53 -0.67
H -2.73 -4.03 1.44
H -0.59 -3.31 1.91
H -1.53 -2.14 0.97
H -2.15 -2.64 -1.25
H -1.37 -3.88 -2.19
```

Computed properties:
* highest occupied orbital energy (alpha / beta): -5.8193 / -6.2383 eV
* relative energy (zero: lowest compared OMol25 entry of this formula, charge and spin): 0.0 kJ/mol
* multiplicity: 4
* gap between HOMO and LUMO (alpha / beta): 0.2171 / 0.2324 Ha

---

(2)
Computed, not measured: a structure of composition C5H8NS, with the ωB97M-V functional and the def2-TZVPD basis.

Geometry as XYZ:
```
15
Properties=species:S:1:pos:R:3
C 2.23 0.45 0.14
C 2.02 -0.82 0.30
C -1.52 0.28 -0.01
C 1.19 1.37 -0.20
C -2.37 -0.95 0.08
N -0.28 0.13 -0.02
S 0.36 -1.43 0.00
H 3.15 0.86 0.09
H 2.84 -1.51 0.40
H -1.95 1.34 -0.29
H 0.85 2.31 0.39
H 1.19 1.68 -1.21
H -1.83 -1.74 0.67
H -3.39 -0.72 0.58
H -2.52 -1.23 -0.93
```

Computed properties:
* highest occupied orbital energy: -13.3100 eV
* relative energy (zero: lowest compared OMol25 entry of this formula, charge and spin): 262.5 kJ/mol
* multiplicity: 1
* charge: +1
* gap between HOMO and LUMO: 0.3384 Ha

---

(3)
Computed, not measured: a cluster of 11 separate species, C6H31NO11 in total, with the ωB97M-V functional and the def2-TZVPD basis.

Geometry as XYZ:
```
49
Properties=species:S:1:pos:R:3
C -3.31 1.52 -1.00
C -2.87 0.06 -0.77
C -1.40 -0.08 -0.96
C -0.94 -0.66 -2.05
C 0.44 -0.69 -2.40
C 1.18 0.46 -2.37
O 2.55 0.47 -2.32
N -2.70 2.44 -0.10
H -3.25 1.84 -2.12
H -4.44 1.48 -0.76
H -3.17 -0.17 0.29
H -3.35 -0.76 -1.37
H -0.75 0.30 -0.11
H -1.58 -1.05 -2.95
H 0.83 -1.74 -2.64
H 0.73 1.38 -2.18
H 3.03 -0.32 -1.99
H -1.72 2.46 -0.32
H -2.94 3.30 -0.30
H 2.08 -2.26 -0.86
H 3.28 -3.04 -1.10
O 2.99 -2.17 -1.04
H 0.56 -0.58 1.55
H 0.17 0.35 2.62
O 0.49 -0.51 2.52
H -1.43 -3.78 0.19
H -0.98 -3.16 -1.20
O -1.52 -3.83 -0.77
H 3.33 0.91 0.72
H 3.06 0.21 2.03
O 2.86 0.09 0.96
H 0.21 -3.58 0.98
H -0.08 -2.85 2.34
O -0.01 -3.68 1.85
H -2.26 2.24 1.89
H -1.47 2.62 3.13
O -1.37 2.33 2.21
H -2.64 -3.55 2.23
H -3.23 -2.19 2.46
O -2.94 -2.75 1.74
H 0.70 0.72 0.26
H -0.10 1.81 1.08
O 0.33 1.67 0.21
H 1.25 2.97 1.78
H 2.59 2.58 1.18
O 2.13 2.94 2.01
H 2.26 1.88 -0.68
H 2.30 3.39 -1.10
O 2.91 2.67 -0.74
```

Computed properties:
* highest occupied orbital energy (alpha / beta): -13.5118 / -13.5091 eV
* relative energy (zero: lowest compared OMol25 entry of this formula, charge and spin): 503.8 kJ/mol
* multiplicity: 2
* charge: +1
* gap between HOMO and LUMO (alpha / beta): 0.3424 / 0.2098 Ha

---

(4)
Computed, not measured: a cluster of 2 separate species, C5H14 in total, with the ωB97M-V functional and the def2-TZVPD basis.

Geometry as XYZ:
```
19
Properties=species:S:1:pos:R:3
C -0.65 -2.22 -2.34
C -1.04 -1.41 -1.12
H -1.03 -1.60 -3.20
H 0.57 -2.39 -2.32
H -0.99 -3.30 -2.46
H -1.85 -0.65 -1.38
H -1.37 -2.05 -0.33
H -0.20 -0.82 -0.65
C 0.33 1.41 1.78
C -0.18 2.20 0.53
C 1.49 0.48 1.63
H 0.77 2.14 2.33
H -0.46 0.77 2.31
H 0.63 2.70 -0.08
H -1.06 2.95 0.84
H 1.85 0.28 0.62
H 2.37 0.73 2.13
H -0.66 1.38 -0.11
H 1.47 -0.58 1.83
```

Computed properties:
* highest occupied orbital energy: -10.9819 eV
* relative energy (zero: lowest compared OMol25 entry of this formula, charge and spin): 185.3 kJ/mol
* SMILES: CCC.CC
* multiplicity: 1
* gap between HOMO and LUMO: 0.4433 Ha

---

(5)
Computed, not measured: a cluster of 6 separate species, C18H39BrNO16P in total, with the ωB97M-V functional and the def2-TZVPD basis.

Geometry as XYZ:
```
76
Properties=species:S:1:pos:R:3
N -2.20 1.70 0.73
C -2.58 2.66 -0.17
O -2.23 2.63 -1.30
C -3.45 3.78 0.35
C -4.61 4.00 -0.60
P -5.97 2.71 -0.37
Br -7.62 1.06 -0.15
H -2.62 1.80 1.64
H -2.27 0.75 0.39
H -3.77 3.56 1.35
H -2.84 4.67 0.35
H -5.02 4.99 -0.45
H -4.23 3.94 -1.61
H -6.96 3.59 -0.83
H -5.72 2.63 1.00
H -5.29 1.80 -1.20
C -5.80 -1.87 1.37
O -5.05 -2.52 2.40
C -3.92 -1.89 2.72
O -3.52 -0.86 2.23
O -3.30 -2.59 3.67
C -2.07 -2.02 4.11
H -6.69 -2.47 1.20
H -6.11 -0.88 1.69
H -5.22 -1.81 0.45
H -2.23 -1.04 4.54
H -1.36 -1.96 3.28
H -1.67 -2.69 4.87
C 4.45 -3.25 3.21
O 3.03 -3.14 3.26
C 2.39 -4.31 3.27
O 2.90 -5.40 3.24
O 1.08 -4.06 3.29
C 0.24 -5.22 3.29
H 4.84 -2.23 3.21
H 4.83 -3.78 4.08
H 4.76 -3.75 2.29
H 0.42 -5.83 4.18
H 0.40 -5.81 2.39
H -0.78 -4.86 3.31
C 1.61 -1.92 -3.28
O 1.19 -1.19 -2.13
C 1.70 -1.61 -0.97
O 2.46 -2.53 -0.82
O 1.24 -0.82 -0.01
C 1.72 -1.16 1.30
H 1.10 -1.47 -4.13
H 2.68 -1.82 -3.42
H 1.32 -2.97 -3.20
H 2.80 -1.06 1.34
H 1.42 -2.16 1.57
H 1.27 -0.45 1.99
C 8.97 -2.06 -2.57
O 7.55 -1.95 -2.57
C 6.91 -3.12 -2.52
O 7.42 -4.20 -2.47
O 5.60 -2.87 -2.52
C 4.77 -4.04 -2.46
H 9.36 -1.05 -2.62
H 9.32 -2.54 -1.66
H 9.31 -2.62 -3.44
H 4.95 -4.59 -1.55
H 4.95 -4.67 -3.33
H 3.75 -3.70 -2.47
C -2.52 9.08 -2.03
O -1.83 7.96 -1.49
C -1.46 7.05 -2.39
O -1.67 7.12 -3.58
O -0.83 6.07 -1.76
C -0.38 5.00 -2.60
H -2.77 9.74 -1.20
H -1.89 9.62 -2.74
H -3.45 8.77 -2.52
H 0.34 5.37 -3.33
H -1.22 4.53 -3.10
H 0.10 4.28 -1.96
```

Computed properties:
* highest occupied orbital energy: -9.3341 eV
* SMILES: NC(=O)CC[PH3]Br.COC(=O)OC.COC(=O)OC.COC(=O)OC.COC(=O)OC.COC(=O)OC
* multiplicity: 1
* gap between HOMO and LUMO: 0.3557 Ha

---

(6)
Computed, not measured: an isolated molecule of C2H7N3O2, with the ωB97M-V functional and the def2-TZVPD basis.

Geometry as XYZ:
```
14
Properties=species:S:1:pos:R:3
C -1.72 -0.88 0.17
C 0.48 0.18 -0.08
H -1.60 -1.92 -0.26
H -2.79 -0.70 0.05
H -1.51 -1.00 1.28
H -1.28 1.02 -0.44
H 0.93 -1.58 -0.89
H 2.64 0.16 -0.11
H 0.58 2.96 0.70
N -0.83 0.13 -0.41
N 1.12 -1.05 -0.02
N 1.17 1.24 0.09
O 2.57 -0.86 0.01
O 0.24 2.29 -0.10
```

Computed properties:
* highest occupied orbital energy: -8.9786 eV
* relative energy (zero: lowest compared OMol25 entry of this formula, charge and spin): 499.7 kJ/mol
* SMILES: CN/C(=N\O)NO
* multiplicity: 1
* gap between HOMO and LUMO: 0.3567 Ha

---

(7)
Computed, not measured: a cluster of 3 separate species, C34H65BFN4O9P2 in total, with the ωB97M-V functional and the def2-TZVPD basis.

Geometry as XYZ:
```
116
Properties=species:S:1:pos:R:3
C -0.30 -2.77 -4.51
C -1.58 -2.16 -3.72
C -1.15 -0.71 -3.17
C -1.54 -0.47 -1.60
C -0.23 -0.72 -0.73
C -0.20 -0.15 0.78
C 1.33 -0.39 1.27
F 1.53 -0.73 2.66
C 2.15 -1.58 0.52
C 3.42 -2.01 1.44
N -0.41 1.29 0.87
B 0.02 2.21 -0.18
O 1.34 2.24 -0.79
O -0.92 3.22 -0.66
C -0.67 3.55 -2.06
C -0.78 1.92 2.15
N -0.09 3.23 2.27
C 0.99 3.28 3.02
C 2.47 2.91 2.48
C 0.98 3.79 4.57
C -0.81 0.99 3.44
P -1.90 1.91 4.73
P -3.98 1.97 4.15
O -4.66 0.58 4.15
O -4.79 2.85 5.39
O -4.30 2.87 2.72
N -1.24 -0.43 3.20
C -1.29 -0.89 1.73
C -0.97 -2.48 1.90
C -1.57 -3.45 0.79
C -0.71 -4.75 0.41
C 0.17 -5.36 1.60
C 0.15 -4.59 -0.96
C -2.83 -0.64 1.41
C -3.94 -1.63 1.95
C -5.40 -1.30 1.64
N -5.96 -0.22 0.91
C -5.01 0.72 0.43
C -3.50 0.52 0.67
H -0.28 -2.40 -5.60
H -0.25 -3.91 -4.48
H 0.68 -2.38 -4.05
H -2.00 -2.87 -2.93
H -2.39 -2.01 -4.52
H -1.77 0.05 -3.78
H -0.06 -0.46 -3.39
H -1.98 0.58 -1.56
H -2.39 -1.21 -1.38
H 0.65 -0.35 -1.37
H -0.13 -1.87 -0.78
H 2.01 0.53 1.09
H 2.51 -1.28 -0.52
H 1.52 -2.54 0.43
H 4.13 -2.67 0.81
H 3.03 -2.71 2.26
H 3.95 -1.11 1.90
H 1.35 1.70 -1.62
H -0.34 2.66 -2.70
H 0.04 4.45 -2.15
H -1.67 3.90 -2.49
H -1.89 2.25 2.02
H 2.55 2.99 1.34
H 2.73 1.85 2.85
H 3.20 3.67 2.93
H 1.88 4.49 4.69
H 1.08 2.84 5.21
H 0.01 4.30 4.84
H 0.20 0.90 4.00
H -1.83 1.11 5.92
H -4.36 3.74 5.44
H -3.64 3.61 2.73
H -2.18 -0.52 3.66
H -0.63 -1.06 3.77
H -1.46 -2.82 2.89
H 0.15 -2.69 2.03
H -2.57 -3.86 1.20
H -1.88 -2.93 -0.20
H -1.48 -5.57 0.15
H -0.26 -5.18 2.64
H 1.19 -4.81 1.57
H 0.44 -6.46 1.41
H 0.16 -5.63 -1.45
H 1.23 -4.27 -0.78
H -0.43 -3.92 -1.68
H -3.67 -2.57 2.56
H -6.16 -2.04 2.07
H -5.40 1.61 -0.17
H -2.82 1.35 0.25
O 5.06 -6.67 -0.14
C 6.05 -6.00 0.03
O 5.95 -4.67 0.21
C 7.03 -3.81 0.60
C 7.85 -3.38 -0.60
C 7.42 -6.62 -0.05
H 7.64 -4.28 1.38
H 6.58 -2.93 1.06
H 8.30 -4.24 -1.10
H 8.64 -2.69 -0.31
H 7.20 -2.89 -1.34
H 7.71 -6.70 -1.10
H 7.37 -7.62 0.38
H 8.18 -6.08 0.50
O -1.27 4.63 -4.75
C -1.70 5.76 -4.74
O -3.00 5.99 -4.46
C -3.57 7.28 -4.24
C -3.94 7.95 -5.55
C -0.83 6.93 -5.12
H -2.91 7.90 -3.63
H -4.48 7.12 -3.65
H -3.07 8.11 -6.18
H -4.43 8.91 -5.38
H -4.62 7.31 -6.12
H -0.79 7.01 -6.21
H 0.18 6.74 -4.74
H -1.14 7.88 -4.69
```

Computed properties:
* highest occupied orbital energy: -10.8833 eV
* multiplicity: 1
* charge: +1
* gap between HOMO and LUMO: 0.2926 Ha

---

(8)
Computed, not measured: an isolated molecule of C5H8O, with the ωB97M-V functional and the def2-TZVPD basis.

Geometry as XYZ:
```
14
Properties=species:S:1:pos:R:3
C 1.43 -0.42 0.34
C 0.70 0.60 -0.53
O -0.11 -0.11 -1.46
C -1.18 -0.60 -0.68
C -1.44 0.47 0.33
C -0.29 1.13 0.49
H 0.59 -1.14 0.65
H 2.12 -1.07 -0.19
H 1.93 0.08 1.18
H 1.28 1.35 -1.10
H -1.98 -0.97 -1.33
H -0.78 -1.49 -0.01
H -2.30 0.46 0.98
H 0.04 1.72 1.34
```

Computed properties:
* highest occupied orbital energy: -9.1619 eV
* relative energy (zero: lowest compared OMol25 entry of this formula, charge and spin): 183.5 kJ/mol
* SMILES: C[C@@H]1C=CCO1
* multiplicity: 1
* gap between HOMO and LUMO: 0.3765 Ha